Record 1
Below is a 4-piece molecular cluster, C16H16F2N2 overall at a distorted geometry, with properties calculated with ωB97M-V/def2-TZVPD.

As for the structure (SMILES): Fc1ccccc1.Fc1ccccc1.CC#N.CC#N. The value obtained for the HOMO energy is -9.2 eV.

Atoms and positions in Å:
F 5.715 -1.988 0.744
C 4.422 -1.656 0.622
C 3.796 -1.123 1.725
C 2.418 -0.888 1.722
C 1.743 -1.030 0.523
C 2.366 -1.528 -0.613
C 3.718 -1.870 -0.545
H 4.273 -0.996 2.690
H 1.928 -0.609 2.643
H 0.707 -0.733 0.385
H 1.806 -1.717 -1.516
H 4.126 -2.259 -1.471
F -1.706 3.001 -3.477
C -1.351 2.588 -2.254
C -2.286 2.089 -1.385
C -1.866 1.715 -0.096
C -0.549 1.847 0.282
C 0.371 2.419 -0.592
C -0.029 2.760 -1.872
H -3.330 1.934 -1.624
H -2.612 1.291 0.559
H -0.253 1.490 1.261
H 1.412 2.496 -0.306
H 0.674 3.205 -2.564
C -3.385 0.062 3.126
C -2.443 -0.749 2.331
N -1.729 -1.390 1.705
H -3.038 0.094 4.156
H -4.379 -0.376 3.099
H -3.419 1.070 2.720
C -1.271 -1.035 -1.915
C -0.980 -2.459 -2.130
N -0.714 -3.562 -2.276
H -2.026 -0.983 -1.133
H -1.773 -0.601 -2.781
H -0.336 -0.512 -1.742

Charges computed using natural (NBO), reported in e: number 1, F, carries -0.320; number 2, C, carries 0.390; number 3, C, carries -0.281; number 4, C, carries -0.197; number 5, C, carries -0.229; number 6, C, carries -0.191; number 7, C, carries -0.283; number 8, H, carries 0.225; number 9, H, carries 0.217; number 10, H, carries 0.220; number 11, H, carries 0.219; number 12, H, carries 0.230; number 13, F, carries -0.319; number 14, C, carries 0.395; number 15, C, carries -0.298; number 16, C, carries -0.191; number 17, C, carries -0.231; number 18, C, carries -0.189; number 19, C, carries -0.283; number 20, H, carries 0.231; number 21, H, carries 0.205; number 22, H, carries 0.221; number 23, H, carries 0.228; number 24, H, carries 0.233; number 25, C, carries -0.718; number 26, C, carries 0.290; number 27, N, carries -0.336; number 28, H, carries 0.258; number 29, H, carries 0.258; number 30, H, carries 0.251; number 31, C, carries -0.723; number 32, C, carries 0.289; number 33, N, carries -0.337; number 34, H, carries 0.263; number 35, H, carries 0.251; number 36, H, carries 0.254

---

Record 2
Below is one molecule with the formula C20H27N5O4, with properties calculated with ωB97M-V/def2-TZVPD.

As for the structure (SMILES): Cc1c/c(=N\[C@H]2CC[C@@]3(CC2)CN(C(=O)c2conc2C)CCO3)[nH]c(CO)n1. The value obtained for the HOMO energy is -8.1 eV.

Atoms and positions in Å:
C -3.331 4.721 -3.383
C -3.601 3.412 -2.715
C -2.610 2.544 -2.407
C -2.906 1.270 -1.780
N -2.193 0.279 -1.422
C -0.745 0.291 -1.299
C -0.127 1.557 -0.696
C 1.378 1.408 -0.477
C 1.732 0.196 0.368
C 1.144 -1.058 -0.284
C -0.361 -0.933 -0.468
C 3.246 0.082 0.537
N 3.576 -0.920 1.539
C 4.179 -2.082 1.169
O 4.525 -2.315 0.024
C 4.409 -3.084 2.260
C 5.459 -3.204 3.096
O 5.311 -4.274 3.882
N 4.123 -4.902 3.559
C 3.587 -4.204 2.598
C 2.284 -4.600 1.987
C 2.954 -0.651 2.826
C 1.451 -0.526 2.638
O 1.143 0.447 1.658
N -4.293 1.093 -1.637
C -5.220 2.027 -1.948
C -6.642 1.621 -1.640
O -7.535 2.617 -2.059
N -4.942 3.175 -2.458
H -2.276 4.847 -3.617
H -3.920 4.794 -4.297
H -3.654 5.534 -2.731
H -1.595 2.778 -2.683
H -0.305 0.155 -2.302
H -0.288 2.423 -1.332
H -0.618 1.764 0.259
H 1.885 1.304 -1.442
H 1.774 2.307 0.002
H 1.636 -1.181 -1.254
H 1.391 -1.953 0.288
H -0.859 -0.851 0.502
H -0.762 -1.822 -0.958
H 3.723 -0.199 -0.399
H 3.637 1.049 0.870
H 6.360 -2.629 3.236
H 2.129 -4.071 1.048
H 2.271 -5.670 1.787
H 1.455 -4.372 2.658
H 3.199 -1.437 3.536
H 3.343 0.299 3.207
H 1.029 -1.502 2.367
H 0.973 -0.194 3.559
H -4.560 0.207 -1.232
H -6.829 0.664 -2.145
H -6.707 1.441 -0.558
H -8.426 2.332 -1.839

Charges computed using natural (NBO), reported in e: number 1, C, carries -0.642; number 2, C, carries 0.263; number 3, C, carries -0.374; number 4, C, carries 0.423; number 5, N, carries -0.535; number 6, C, carries -0.062; number 7, C, carries -0.413; number 8, C, carries -0.402; number 9, C, carries 0.264; number 10, C, carries -0.441; number 11, C, carries -0.385; number 12, C, carries -0.246; number 13, N, carries -0.426; number 14, C, carries 0.673; number 15, O, carries -0.606; number 16, C, carries -0.280; number 17, C, carries 0.168; number 18, O, carries -0.274; number 19, N, carries -0.125; number 20, C, carries 0.179; number 21, C, carries -0.654; number 22, C, carries -0.245; number 23, C, carries -0.073; number 24, O, carries -0.551; number 25, N, carries -0.562; number 26, C, carries 0.465; number 27, C, carries -0.107; number 28, O, carries -0.682; number 29, N, carries -0.510; number 30, H, carries 0.211; number 31, H, carries 0.232; number 32, H, carries 0.232; number 33, H, carries 0.219; number 34, H, carries 0.174; number 35, H, carries 0.205; number 36, H, carries 0.217; number 37, H, carries 0.204; number 38, H, carries 0.216; number 39, H, carries 0.217; number 40, H, carries 0.207; number 41, H, carries 0.206; number 42, H, carries 0.216; number 43, H, carries 0.250; number 44, H, carries 0.200; number 45, H, carries 0.215; number 46, H, carries 0.228; number 47, H, carries 0.244; number 48, H, carries 0.231; number 49, H, carries 0.228; number 50, H, carries 0.199; number 51, H, carries 0.165; number 52, H, carries 0.200; number 53, H, carries 0.418; number 54, H, carries 0.177; number 55, H, carries 0.179; number 56, H, carries 0.472

---

Record 3
Below is C39H45IrNO6PS as an isolated structure at a distorted geometry, with properties calculated with ωB97M-V/def2-TZVPD.

The value obtained for the HOMO energy (spin up / spin down) is -7.9 / -7.8 eV. Its spin multiplicity is 5.

Atoms and positions in Å:
Ir -0.565 -1.204 -0.184
C 5.432 -4.268 -0.672
C 3.952 -4.019 -0.736
C 3.045 -5.066 -0.620
C 1.674 -4.827 -0.710
C 0.685 -5.942 -0.566
C 1.231 -3.538 -0.909
C 2.110 -2.426 -0.937
C 3.492 -2.723 -0.884
N 1.531 -1.203 -0.972
C 2.282 0.033 -1.155
C 1.278 1.187 -1.289
C 1.978 2.529 -1.485
C 2.870 2.810 -0.279
C 3.893 1.684 -0.151
C 4.743 1.608 -1.418
C 3.840 1.353 -2.624
C 2.827 2.488 -2.752
C 3.108 0.019 -2.458
C 3.170 0.356 0.067
H 5.652 -5.331 -0.614
H 5.861 -3.781 0.202
H 5.926 -3.862 -1.554
H 3.399 -6.073 -0.454
H 1.180 -6.866 -0.276
H 0.149 -6.108 -1.499
H -0.043 -5.676 0.198
H 0.171 -3.336 -1.034
H 4.235 -1.947 -0.929
H 0.677 1.252 -0.384
H 0.607 0.976 -2.124
H 1.219 3.314 -1.567
H 2.262 2.860 0.627
H 3.377 3.769 -0.404
H 4.543 1.874 0.712
H 5.480 0.807 -1.326
H 5.283 2.547 -1.556
H 4.451 1.304 -3.532
H 2.192 2.320 -3.623
H 3.345 3.440 -2.888
H 3.829 -0.796 -2.474
H 2.423 -0.135 -3.294
H 2.531 0.428 0.947
H 3.897 -0.434 0.248
O -2.928 -2.675 2.814
S -2.345 -2.229 1.593
O -3.438 -2.530 0.482
O -1.100 -2.930 1.241
O -2.104 -0.775 1.580
O -1.580 0.880 -0.421
P -2.004 1.580 0.828
C -3.770 1.491 1.236
C -4.377 2.508 1.963
C -5.731 2.444 2.238
C -6.480 1.370 1.785
C -5.883 0.377 1.027
C -4.530 0.441 0.747
C -0.926 1.439 2.295
C 0.193 0.621 2.298
C 1.022 0.566 3.403
C 0.734 1.331 4.524
C -0.395 2.133 4.536
C -1.216 2.194 3.423
C -1.795 3.342 0.348
C -2.586 3.750 -0.719
C -2.375 4.976 -1.322
C -1.362 5.804 -0.863
C -0.566 5.399 0.193
C -0.775 4.168 0.794
H -3.799 3.362 2.291
H -6.205 3.229 2.810
H -7.536 1.324 2.004
H -6.462 -0.458 0.663
H -4.046 -0.326 0.169
H 0.380 -0.025 1.435
H 1.889 -0.078 3.393
H 1.377 1.283 5.390
H -0.636 2.718 5.412
H -2.090 2.827 3.432
H -3.357 3.082 -1.080
H -2.983 5.277 -2.162
H -1.186 6.756 -1.340
H 0.237 6.033 0.536
H -0.144 3.858 1.613
C -4.366 -2.609 -1.708
C -3.084 -2.885 -0.884
C -2.774 -4.402 -0.894
O -2.080 -2.169 -1.387
H -4.183 -2.923 -2.733
H -4.570 -1.542 -1.686
H -5.205 -3.158 -1.291
H -3.690 -4.980 -0.787
H -2.111 -4.615 -0.058
H -2.278 -4.652 -1.831

Charges computed using Mulliken, reported in e: number 1, Ir, carries 1.771; number 2, C, carries -1.769; number 3, C, carries -0.361; number 4, C, carries -0.786; number 5, C, carries -0.209; number 6, C, carries -1.399; number 7, C, carries -0.619; number 8, C, carries 1.258; number 9, C, carries 0.214; number 10, N, carries -0.717; number 11, C, carries 1.547; number 12, C, carries -1.067; number 13, C, carries 0.541; number 14, C, carries -1.369; number 15, C, carries 0.472; number 16, C, carries -1.444; number 17, C, carries 0.423; number 18, C, carries -1.661; number 19, C, carries -1.156; number 20, C, carries -0.592; number 21, H, carries 0.396; number 22, H, carries 0.358; number 23, H, carries 0.359; number 24, H, carries 0.340; number 25, H, carries 0.380; number 26, H, carries 0.323; number 27, H, carries 0.214; number 28, H, carries 1.264; number 29, H, carries 0.813; number 30, H, carries -1.049; number 31, H, carries 0.761; number 32, H, carries 0.374; number 33, H, carries 0.234; number 34, H, carries 0.549; number 35, H, carries 0.414; number 36, H, carries 0.522; number 37, H, carries 0.550; number 38, H, carries 0.216; number 39, H, carries 0.516; number 40, H, carries 0.484; number 41, H, carries 0.594; number 42, H, carries 0.398; number 43, H, carries -0.720; number 44, H, carries 0.821; number 45, O, carries -0.795; number 46, S, carries 0.768; number 47, O, carries -0.291; number 48, O, carries -0.656; number 49, O, carries -0.903; number 50, O, carries -1.226; number 51, P, carries 2.221; number 52, C, carries 0.570; number 53, C, carries -0.274; number 54, C, carries -0.789; number 55, C, carries -0.607; number 56, C, carries -0.628; number 57, C, carries -0.706; number 58, C, carries 1.012; number 59, C, carries 0.615; number 60, C, carries -1.337; number 61, C, carries -0.919; number 62, C, carries -0.749; number 63, C, carries -0.177; number 64, C, carries 0.505; number 65, C, carries -0.796; number 66, C, carries -0.765; number 67, C, carries -0.505; number 68, C, carries -0.668; number 69, C, carries -0.209; number 70, H, carries 0.251; number 71, H, carries 0.427; number 72, H, carries 0.393; number 73, H, carries 0.482; number 74, H, carries 0.398; number 75, H, carries -0.131; number 76, H, carries 0.553; number 77, H, carries 0.392; number 78, H, carries 0.453; number 79, H, carries 0.213; number 80, H, carries 0.430; number 81, H, carries 0.436; number 82, H, carries 0.397; number 83, H, carries 0.430; number 84, H, carries 0.204; number 85, C, carries -1.721; number 86, C, carries 1.741; number 87, C, carries -1.526; number 88, O, carries -0.843; number 89, H, carries 0.413; number 90, H, carries 0.385; number 91, H, carries 0.351; number 92, H, carries 0.526; number 93, H, carries 0.158; number 94, H, carries 0.306

---

Calculated relative energy (zero: lowest compared OMol25 entry of this formula, charge and spin) in order - 34.1 145.1 115.9 kJ/mol
Calculated E in order - -928.4957 -1353.0290 -2863.1473 Eh